# 1
C28H34BF8N6O3S5Ti as an isolated structure at a distorted geometry, computed with wB97M-V/def2-TZVPD.

HOMO-LUMO gap (alpha / beta): 7.96 / 8.43 eV
Largest force on an atom: 1.8 eV Å⁻¹
E_tot: -5306.09136 hartree
⟨S²⟩: 0.755
Charge: 0
Spin multiplicity: 2

XYZ file:
```
86
C28H34BF8N6O3S5Ti (wB97M-V/def2-TZVPD)
Ti -0.845 -0.337 -0.779
C -3.091 0.447 4.065
C -3.088 1.572 3.035
C -3.828 2.776 3.617
C -3.777 1.158 1.736
N -1.666 1.967 2.746
C -1.121 3.210 3.033
C 0.172 3.166 2.669
N 0.430 1.912 2.159
B 1.857 1.619 1.617
N 2.132 2.294 0.249
C 3.438 2.572 -0.101
C 3.436 3.029 -1.362
N 2.115 3.048 -1.793
C 1.330 2.570 -0.798
S -0.372 2.297 -0.835
C 1.801 3.444 -3.211
C 2.570 4.733 -3.514
C 2.268 2.296 -4.103
C 0.321 3.710 -3.461
N 2.249 0.113 1.585
C 2.747 -0.466 2.733
C 3.121 -1.719 2.435
N 2.863 -1.919 1.086
C 2.280 -0.798 0.588
S 1.664 -0.549 -1.015
C 3.287 -3.224 0.454
C 2.366 -4.315 0.990
C 3.255 -3.200 -1.070
C 4.737 -3.482 0.888
C -0.697 1.186 2.214
S -0.880 -0.457 1.686
H -4.124 0.160 4.273
H -2.631 0.782 4.997
H -2.558 -0.428 3.698
H -4.852 2.464 3.819
H -3.866 3.610 2.913
H -3.394 3.115 4.558
H -4.852 1.099 1.914
H -3.431 0.190 1.382
H -3.595 1.894 0.952
H -1.688 4.018 3.450
H 0.931 3.928 2.706
H 2.618 2.135 2.408
H 4.253 2.410 0.583
H 4.253 3.342 -1.983
H 3.651 4.596 -3.508
H 2.312 5.512 -2.796
H 2.292 5.077 -4.509
H 3.343 2.125 -4.010
H 2.045 2.529 -5.145
H 1.747 1.376 -3.832
H -0.090 4.439 -2.764
H -0.282 2.810 -3.405
H 0.243 4.115 -4.471
H 2.800 0.076 3.660
H 3.554 -2.477 3.059
H 1.336 -4.121 0.692
H 2.417 -4.377 2.079
H 2.674 -5.278 0.578
H 2.244 -3.162 -1.465
H 3.724 -4.126 -1.407
H 3.819 -2.360 -1.475
H 4.827 -3.713 1.950
H 5.370 -2.621 0.664
H 5.117 -4.340 0.335
F -5.418 -5.821 0.228
C -4.307 -5.126 -0.029
C -4.298 -3.750 0.098
F -5.402 -3.102 0.481
C -3.133 -3.064 -0.169
F -3.138 -1.722 -0.049
C -1.957 -3.673 -0.565
S -0.485 -2.754 -0.880
C -2.002 -5.054 -0.679
F -0.910 -5.736 -1.049
C -3.153 -5.777 -0.422
F -3.157 -7.108 -0.543
F -3.170 -1.927 -2.984
C -3.567 -0.702 -3.298
F -4.761 -0.478 -2.754
F -3.657 -0.597 -4.621
S -2.385 0.586 -2.693
O -1.046 -0.004 -2.884
O -2.725 1.760 -3.414
O -2.609 0.594 -1.217
```

# 2
C28H34F12MnN4O20S4 as an isolated structure at a distorted geometry, computed with wB97M-V/def2-TZVPD.

HOMO-LUMO gap (alpha / beta): 8.01 / 8.00 eV
Largest force on an atom: 3.2 eV Å⁻¹
E_tot: -6753.36676 hartree
⟨S²⟩: 8.753
Charge: 0
Spin multiplicity: 6
Energy relative to the best compared isomer or geometry (same formula, charge and spin): 0.0 kcal per mole

XYZ file:
```
103
C28H34F12MnN4O20S4 (wB97M-V/def2-TZVPD)
Mn 1.344 2.195 -0.748
C 2.335 6.165 -1.281
F 2.821 5.797 -0.097
F 1.818 7.375 -1.237
F 3.343 6.127 -2.140
S 0.945 4.973 -1.737
O 0.405 4.636 -0.438
O 0.065 5.591 -2.643
N 1.686 3.573 -2.265
S 2.026 3.722 -3.856
O 1.221 2.898 -4.683
O 2.146 5.076 -4.289
C 3.744 3.083 -3.998
F 4.070 3.093 -5.276
F 4.580 3.857 -3.304
F 3.828 1.826 -3.535
C -0.347 -0.959 -2.578
F -0.396 -2.275 -2.873
F -0.598 -0.286 -3.682
F -1.248 -0.712 -1.636
S 1.422 -0.595 -2.042
O 2.101 -1.835 -2.056
O 1.862 0.432 -2.930
N 1.240 0.165 -0.551
S 1.178 -1.086 0.491
O 0.280 -2.128 0.146
O 2.514 -1.482 0.849
C 0.446 -0.358 2.012
F 1.165 0.696 2.396
F -0.820 -0.006 1.779
F 0.467 -1.273 2.967
C -3.980 -5.318 -3.267
C -2.943 -5.122 -2.184
C -3.127 -3.824 -1.414
O -2.690 -4.190 -0.073
C -2.801 -5.530 0.060
O -2.634 -6.166 1.038
O -3.130 -6.090 -1.143
H -3.674 -6.159 -3.891
H -4.070 -4.440 -3.912
H -4.985 -5.505 -2.892
H -1.942 -5.207 -2.612
H -4.184 -3.607 -1.251
H -2.550 -3.009 -1.828
C -0.391 -0.379 8.119
C -0.246 0.107 6.697
C -1.434 -0.258 5.807
O -1.532 0.921 4.991
C -1.089 1.989 5.708
O -1.330 3.121 5.434
O -0.437 1.555 6.801
H 0.396 -0.039 8.786
H -0.429 -1.473 8.229
H -1.386 -0.141 8.505
H 0.742 -0.086 6.288
H -2.342 -0.462 6.369
H -1.193 -1.044 5.097
C -3.253 4.064 2.326
C -3.154 2.973 1.311
C -3.812 3.358 -0.044
O -2.742 3.267 -0.969
C -1.721 2.652 -0.408
O -0.752 2.305 -1.036
O -1.801 2.635 0.922
H -2.988 3.849 3.360
H -4.266 4.471 2.360
H -2.618 4.900 2.007
H -3.582 2.044 1.688
H -4.169 4.383 -0.004
H -4.622 2.676 -0.289
C 6.461 -1.163 -0.944
C 5.127 -0.868 -0.364
C 5.086 -0.645 1.152
O 4.472 0.646 1.312
C 4.061 1.087 0.121
O 3.339 2.058 -0.015
O 4.556 0.400 -0.871
H 6.512 -0.935 -2.011
H 6.589 -2.248 -0.960
H 7.276 -0.664 -0.424
H 4.411 -1.563 -0.804
H 6.093 -0.580 1.562
H 4.508 -1.386 1.694
N 1.472 -5.999 0.252
C 0.864 -5.090 1.068
C 1.186 -5.403 2.353
C 1.981 -6.585 2.312
C 2.178 -6.906 1.003
H 1.254 -6.103 -0.721
H 0.188 -4.406 0.588
H 0.902 -4.847 3.230
H 2.409 -7.082 3.167
H 2.598 -7.779 0.535
N -4.498 1.800 -3.527
C -4.540 3.157 -3.673
C -3.298 3.585 -4.083
C -2.479 2.429 -4.215
C -3.230 1.350 -3.832
H -5.247 1.216 -3.209
H -5.431 3.700 -3.403
H -3.099 4.600 -4.382
H -1.438 2.429 -4.500
H -3.039 0.293 -3.861
```

# 3
A 2-piece molecular cluster, C28H34O6 overall at a distorted geometry, computed with wB97M-V/def2-TZVPD.

HOMO-LUMO gap: 3.79 eV
Largest force on an atom: 3.3 eV Å⁻¹
E_tot: -1538.62968 hartree
Charge: 0
Spin multiplicity: 1
Energy relative to the best compared isomer or geometry (same formula, charge and spin): 12.7 kcal per mole

XYZ file:
```
68
C28H34O6 (wB97M-V/def2-TZVPD)
C -1.835 -2.415 4.346
C -0.788 -1.588 3.606
C -0.963 -1.645 2.086
C 0.190 -1.070 1.248
C 0.221 0.404 1.056
C 1.488 1.082 1.485
O 1.762 2.264 1.356
O 2.370 0.164 1.969
C 3.526 0.682 2.660
C 4.653 -0.294 2.500
C -0.849 1.255 1.667
O -0.668 2.101 2.541
O -2.117 0.984 1.278
C -2.994 1.928 1.940
C -4.408 1.518 1.671
H -1.586 -2.472 5.410
H -2.825 -1.953 4.258
H -1.900 -3.434 3.952
H -0.842 -0.551 3.955
H 0.226 -1.923 3.839
H -1.067 -2.699 1.779
H -1.900 -1.143 1.808
H 1.165 -1.361 1.659
H 0.168 -1.546 0.260
H 3.779 1.647 2.215
H 3.239 0.810 3.709
H 5.498 0.051 3.096
H 4.383 -1.302 2.832
H 4.976 -0.342 1.453
H -2.765 1.907 3.015
H -2.751 2.925 1.536
H -5.093 2.252 2.097
H -4.607 1.452 0.606
H -4.640 0.558 2.135
C 6.124 -0.956 -1.987
C 5.124 -1.385 -3.068
C 3.836 -0.767 -2.605
C 4.143 0.050 -1.488
O 5.419 -0.090 -1.029
C 3.196 0.882 -0.889
C 1.877 0.771 -1.275
C 1.502 -0.098 -2.336
C 0.210 -0.065 -2.899
C -1.133 0.018 -2.451
C -2.027 0.671 -3.356
C -3.374 0.706 -3.064
C -3.846 0.196 -1.839
O -5.130 0.533 -1.547
C -5.651 1.277 -2.717
C -4.538 1.327 -3.776
C -3.002 -0.522 -0.975
C -1.682 -0.639 -1.320
C 2.522 -0.843 -3.025
H 6.535 -1.811 -1.439
H 6.948 -0.363 -2.408
H 5.431 -0.984 -4.040
H 5.057 -2.472 -3.161
H 3.548 1.624 -0.169
H 1.114 1.400 -0.828
H 0.255 -0.101 -4.005
H -1.651 1.076 -4.295
H -6.541 0.748 -3.071
H -5.928 2.291 -2.384
H -4.318 2.347 -4.107
H -4.824 0.735 -4.658
H -3.440 -0.997 -0.101
H -1.061 -1.363 -0.804
H 2.257 -1.444 -3.906
```

Repeat the first record exactly.
C28H34BF8N6O3S5Ti as an isolated structure at a distorted geometry, computed with wB97M-V/def2-TZVPD.

HOMO-LUMO gap (alpha / beta): 7.96 / 8.43 eV
Largest force on an atom: 1.8 eV Å⁻¹
E_tot: -5306.09136 hartree
⟨S²⟩: 0.755
Charge: 0
Spin multiplicity: 2

XYZ file:
```
86
C28H34BF8N6O3S5Ti (wB97M-V/def2-TZVPD)
Ti -0.845 -0.337 -0.779
C -3.091 0.447 4.065
C -3.088 1.572 3.035
C -3.828 2.776 3.617
C -3.777 1.158 1.736
N -1.666 1.967 2.746
C -1.121 3.210 3.033
C 0.172 3.166 2.669
N 0.430 1.912 2.159
B 1.857 1.619 1.617
N 2.132 2.294 0.249
C 3.438 2.572 -0.101
C 3.436 3.029 -1.362
N 2.115 3.048 -1.793
C 1.330 2.570 -0.798
S -0.372 2.297 -0.835
C 1.801 3.444 -3.211
C 2.570 4.733 -3.514
C 2.268 2.296 -4.103
C 0.321 3.710 -3.461
N 2.249 0.113 1.585
C 2.747 -0.466 2.733
C 3.121 -1.719 2.435
N 2.863 -1.919 1.086
C 2.280 -0.798 0.588
S 1.664 -0.549 -1.015
C 3.287 -3.224 0.454
C 2.366 -4.315 0.990
C 3.255 -3.200 -1.070
C 4.737 -3.482 0.888
C -0.697 1.186 2.214
S -0.880 -0.457 1.686
H -4.124 0.160 4.273
H -2.631 0.782 4.997
H -2.558 -0.428 3.698
H -4.852 2.464 3.819
H -3.866 3.610 2.913
H -3.394 3.115 4.558
H -4.852 1.099 1.914
H -3.431 0.190 1.382
H -3.595 1.894 0.952
H -1.688 4.018 3.450
H 0.931 3.928 2.706
H 2.618 2.135 2.408
H 4.253 2.410 0.583
H 4.253 3.342 -1.983
H 3.651 4.596 -3.508
H 2.312 5.512 -2.796
H 2.292 5.077 -4.509
H 3.343 2.125 -4.010
H 2.045 2.529 -5.145
H 1.747 1.376 -3.832
H -0.090 4.439 -2.764
H -0.282 2.810 -3.405
H 0.243 4.115 -4.471
H 2.800 0.076 3.660
H 3.554 -2.477 3.059
H 1.336 -4.121 0.692
H 2.417 -4.377 2.079
H 2.674 -5.278 0.578
H 2.244 -3.162 -1.465
H 3.724 -4.126 -1.407
H 3.819 -2.360 -1.475
H 4.827 -3.713 1.950
H 5.370 -2.621 0.664
H 5.117 -4.340 0.335
F -5.418 -5.821 0.228
C -4.307 -5.126 -0.029
C -4.298 -3.750 0.098
F -5.402 -3.102 0.481
C -3.133 -3.064 -0.169
F -3.138 -1.722 -0.049
C -1.957 -3.673 -0.565
S -0.485 -2.754 -0.880
C -2.002 -5.054 -0.679
F -0.910 -5.736 -1.049
C -3.153 -5.777 -0.422
F -3.157 -7.108 -0.543
F -3.170 -1.927 -2.984
C -3.567 -0.702 -3.298
F -4.761 -0.478 -2.754
F -3.657 -0.597 -4.621
S -2.385 0.586 -2.693
O -1.046 -0.004 -2.884
O -2.725 1.760 -3.414
O -2.609 0.594 -1.217
```

What did the first record say?
C28H34BF8N6O3S5Ti as an isolated structure at a distorted geometry, computed with wB97M-V/def2-TZVPD.

HOMO-LUMO gap (alpha / beta): 7.96 / 8.43 eV
Largest force on an atom: 1.8 eV Å⁻¹
E_tot: -5306.09136 hartree
⟨S²⟩: 0.755
Charge: 0
Spin multiplicity: 2

XYZ file:
```
86
C28H34BF8N6O3S5Ti (wB97M-V/def2-TZVPD)
Ti -0.845 -0.337 -0.779
C -3.091 0.447 4.065
C -3.088 1.572 3.035
C -3.828 2.776 3.617
C -3.777 1.158 1.736
N -1.666 1.967 2.746
C -1.121 3.210 3.033
C 0.172 3.166 2.669
N 0.430 1.912 2.159
B 1.857 1.619 1.617
N 2.132 2.294 0.249
C 3.438 2.572 -0.101
C 3.436 3.029 -1.362
N 2.115 3.048 -1.793
C 1.330 2.570 -0.798
S -0.372 2.297 -0.835
C 1.801 3.444 -3.211
C 2.570 4.733 -3.514
C 2.268 2.296 -4.103
C 0.321 3.710 -3.461
N 2.249 0.113 1.585
C 2.747 -0.466 2.733
C 3.121 -1.719 2.435
N 2.863 -1.919 1.086
C 2.280 -0.798 0.588
S 1.664 -0.549 -1.015
C 3.287 -3.224 0.454
C 2.366 -4.315 0.990
C 3.255 -3.200 -1.070
C 4.737 -3.482 0.888
C -0.697 1.186 2.214
S -0.880 -0.457 1.686
H -4.124 0.160 4.273
H -2.631 0.782 4.997
H -2.558 -0.428 3.698
H -4.852 2.464 3.819
H -3.866 3.610 2.913
H -3.394 3.115 4.558
H -4.852 1.099 1.914
H -3.431 0.190 1.382
H -3.595 1.894 0.952
H -1.688 4.018 3.450
H 0.931 3.928 2.706
H 2.618 2.135 2.408
H 4.253 2.410 0.583
H 4.253 3.342 -1.983
H 3.651 4.596 -3.508
H 2.312 5.512 -2.796
H 2.292 5.077 -4.509
H 3.343 2.125 -4.010
H 2.045 2.529 -5.145
H 1.747 1.376 -3.832
H -0.090 4.439 -2.764
H -0.282 2.810 -3.405
H 0.243 4.115 -4.471
H 2.800 0.076 3.660
H 3.554 -2.477 3.059
H 1.336 -4.121 0.692
H 2.417 -4.377 2.079
H 2.674 -5.278 0.578
H 2.244 -3.162 -1.465
H 3.724 -4.126 -1.407
H 3.819 -2.360 -1.475
H 4.827 -3.713 1.950
H 5.370 -2.621 0.664
H 5.117 -4.340 0.335
F -5.418 -5.821 0.228
C -4.307 -5.126 -0.029
C -4.298 -3.750 0.098
F -5.402 -3.102 0.481
C -3.133 -3.064 -0.169
F -3.138 -1.722 -0.049
C -1.957 -3.673 -0.565
S -0.485 -2.754 -0.880
C -2.002 -5.054 -0.679
F -0.910 -5.736 -1.049
C -3.153 -5.777 -0.422
F -3.157 -7.108 -0.543
F -3.170 -1.927 -2.984
C -3.567 -0.702 -3.298
F -4.761 -0.478 -2.754
F -3.657 -0.597 -4.621
S -2.385 0.586 -2.693
O -1.046 -0.004 -2.884
O -2.725 1.760 -3.414
O -2.609 0.594 -1.217
```

- Which formula does entry 2 have?
  C28H34F12MnN4O20S4